# 1
{
  "formula": "C7H14",
  "method": "ωB97M-V/def2-TZVPD",
  "multiplicity": 1,
  "lumo_ev": 1.2,
  "de_lowest_kcal_mol": 94.1,
  "e_homo_ha": -0.3474,
  "max_force_ev_per_a": 0.5,
  "mol_weight_g_mol": 98.19,
  "symbols": ["C", "C", "C", "C", "C", "C", "C", "H", "H", "H", "H", "H", "H", "H", "H", "H", "H", "H", "H", "H", "H"],
  "coordinates": [[-1.477, -0.155, 1.337], [0.567, -0.991, -2.237], [-1.327, 1.540, -0.733], [-1.306, 1.025, 0.484], [1.367, -0.495, -1.068], [-1.599, 1.266, 1.894], [2.297, -1.208, -0.441], [-0.854, 1.648, 2.588], [-2.358, -0.778, 1.210], [-2.617, 1.609, 2.068], [0.921, -0.502, -3.152], [0.662, -2.073, -2.369], [2.876, -0.782, 0.373], [-1.491, 0.898, -1.592], [2.540, -2.221, -0.754], [1.201, 0.536, -0.760], [1.500, -0.566, 2.110], [-1.240, 2.609, -0.908], [-0.499, -0.763, -2.140], [1.433, 0.106, 2.421], [-0.598, -0.703, 1.668]],
  "nbo_charge": [-0.4523, -0.6484, -0.4035, 0.0126, -0.1653, -0.4471, -0.4199, 0.2215, 0.2182, 0.2206, 0.2186, 0.2108, 0.1979, 0.1953, 0.1881, 0.2061, 0.0025, 0.2027, 0.2119, -0.0051, 0.2345]
}



# 2
{
  "formula": "C7H14",
  "method": "ωB97M-V/def2-TZVPD",
  "multiplicity": 1,
  "lumo_ev": 1.3,
  "de_lowest_kcal_mol": 25.3,
  "e_homo_ha": -0.3349,
  "max_force_ev_per_a": 1.5,
  "mol_weight_g_mol": 98.19,
  "symbols": ["C", "C", "C", "C", "C", "C", "C", "H", "H", "H", "H", "H", "H", "H", "H", "H", "H", "H", "H", "H", "H"],
  "coordinates": [[-1.021, 2.273, 0.027], [0.631, -2.867, 1.192], [-0.489, 1.183, -0.507], [1.005, -2.318, -0.207], [-1.330, 3.501, -0.797], [1.087, -0.797, -0.243], [-0.222, -0.091, 0.262], [0.337, -2.746, -0.951], [-0.430, 3.911, -1.250], [-1.169, 2.360, 1.099], [-0.313, 1.132, -1.578], [0.008, 0.198, 1.280], [0.635, -2.067, 1.928], [-1.057, -0.792, 0.159], [1.278, -0.362, -1.229], [-0.377, -3.282, 1.178], [2.003, -2.672, -0.453], [1.880, -0.505, 0.436], [1.346, -3.619, 1.501], [-2.010, 3.236, -1.600], [-1.792, 4.326, -0.247]],
  "nbo_charge": [-0.1834, -0.6159, -0.1802, -0.3992, -0.6499, -0.3804, -0.4403, 0.1968, 0.2170, 0.1932, 0.1835, 0.2085, 0.2022, 0.2082, 0.1993, 0.2075, 0.1993, 0.1943, 0.2109, 0.2150, 0.2133]
}



# 3
{
  "formula": "C7H14",
  "method": "ωB97M-V/def2-TZVPD",
  "multiplicity": 1,
  "lumo_ev": 1.1,
  "de_lowest_kcal_mol": 15.3,
  "e_homo_ha": -0.3735,
  "max_force_ev_per_a": 0.2,
  "mol_weight_g_mol": 98.19,
  "symbols": ["C", "C", "C", "C", "C", "C", "C", "H", "H", "H", "H", "H", "H", "H", "H", "H", "H", "H", "H", "H", "H"],
  "coordinates": [[0.751, 1.485, 1.612], [-1.024, -0.662, -0.514], [-0.530, -2.032, -0.962], [-0.115, 0.592, -0.758], [-1.030, -0.342, 1.000], [1.340, 0.311, -1.113], [-0.396, 1.045, 0.710], [-0.457, -2.086, -2.055], [-1.208, -2.831, -0.638], [0.461, -2.258, -0.552], [-0.368, -1.005, 1.572], [1.927, 1.236, -1.168], [-0.530, 1.277, -1.508], [-2.021, -0.492, -0.941], [1.581, 0.768, 1.594], [-1.167, 1.825, 0.715], [1.409, -0.182, -2.090], [1.828, -0.341, -0.380], [0.401, 1.553, 2.648], [1.155, 2.466, 1.335], [-2.008, -0.327, 1.494]],
  "nbo_charge": [-0.6117, -0.2067, -0.6120, -0.2057, -0.4045, -0.6200, -0.2069, 0.2080, 0.2122, 0.2017, 0.1956, 0.2135, 0.1985, 0.1989, 0.2016, 0.1991, 0.2127, 0.2000, 0.2116, 0.2083, 0.2057]
}



# 4
{
  "formula": "C7H14",
  "method": "ωB97M-V/def2-TZVPD",
  "multiplicity": 1,
  "lumo_ev": 1.1,
  "de_lowest_kcal_mol": 35.8,
  "e_homo_ha": -0.3312,
  "max_force_ev_per_a": 0.2,
  "mol_weight_g_mol": 98.19,
  "symbols": ["C", "C", "C", "C", "C", "C", "C", "H", "H", "H", "H", "H", "H", "H", "H", "H", "H", "H", "H", "H", "H"],
  "coordinates": [[0.641, 0.872, 2.355], [1.337, 0.944, -0.090], [-1.760, 0.604, -1.446], [0.819, 1.504, 1.004], [1.870, -0.452, -0.242], [-1.692, -0.703, -1.682], [-1.422, -1.746, -0.635], [1.467, -0.914, -1.151], [0.842, -0.203, 2.347], [-1.589, 1.007, -0.450], [1.385, 1.555, -0.992], [-2.329, -2.324, -0.418], [1.314, 1.330, 3.090], [-1.859, -1.067, -2.696], [0.484, 2.539, 0.927], [1.618, -1.097, 0.605], [2.963, -0.442, -0.341], [-0.660, -2.460, -0.970], [-1.973, 1.319, -2.236], [-0.381, 1.022, 2.724], [-1.077, -1.287, 0.298]],
  "nbo_charge": [-0.6530, -0.1751, -0.4023, -0.1986, -0.6558, -0.1782, -0.6514, 0.2192, 0.2078, 0.1964, 0.1990, 0.2192, 0.2193, 0.1918, 0.1961, 0.2073, 0.2200, 0.2137, 0.1973, 0.2150, 0.2124]
}